(1)
{
  "formula": "CH3O4PS",
  "method": "the ωB97M-V functional and the def2-TZVPD basis",
  "elements": ["C", "O", "O", "O", "O", "P", "S", "H", "H", "H"],
  "coordinates": [[-0.370390, 0.404611, -0.791760], [1.768538, -1.157927, 1.089281], [-0.275301, -2.345145, 0.035836], [-0.620344, -0.749277, 1.991755], [0.948049, 2.816184, -0.566550], [0.281388, -1.299463, 0.929206], [-0.466064, 2.189664, -0.570418], [-0.343360, 0.080063, -1.844911], [-1.268179, -0.033221, -0.296511], [0.345663, 0.094512, 0.024071]],
  "atomic_forces_ev_per_a": [[-1.6, 0.3, 1.0], [-0.6, -0.1, -0.2], [0.0, -0.4, -0.5], [0.3, 0.0, -0.4], [0.8, 0.1, -0.3], [0.6, -1.8, 2.4], [-1.2, 0.4, 0.1], [1.0, -0.4, 0.8], [-0.1, 0.7, -0.9], [0.9, 1.1, -1.9]],
  "total_charge": -2,
  "orbital_gap_ev": 4.9
}

***

(2)
{
  "formula": "CH3O4S",
  "method": "the ωB97M-V functional and the def2-TZVPD basis",
  "elements": ["C", "O", "O", "O", "O", "S", "H", "H", "H"],
  "coordinates": [[-2.290069, 0.123944, 0.567284], [1.288844, -1.241184, -0.716265], [2.137762, 1.360289, -0.790507], [-2.999208, -0.675719, 0.146242], [-1.669918, 1.041640, 0.866833], [1.058961, 0.208784, -1.322530], [-0.231109, -1.368977, 1.133071], [1.970525, 1.920601, 0.009733], [0.734213, -1.369378, 0.106138]],
  "atomic_forces_ev_per_a": [[0.6, 0.1, -0.5], [1.6, 0.2, -0.9], [1.1, 0.6, 0.7], [-1.1, -1.3, -0.2], [0.6, 1.2, 0.8], [-0.9, 0.5, -0.5], [0.1, -0.1, -0.1], [-0.6, -1.3, -0.8], [-1.3, 0.0, 1.5]],
  "total_charge": -1,
  "orbital_gap_ev": 6.2
}

***

(3)
{
  "formula": "CH3O4S2",
  "method": "the ωB97M-V functional and the def2-TZVPD basis",
  "elements": ["C", "O", "O", "O", "O", "S", "S", "H", "H", "H"],
  "coordinates": [[-2.364210, 0.417169, -0.156931], [1.516084, 0.284868, 0.033867], [0.550141, -1.735744, -1.273932], [1.475068, -2.021120, 0.971677], [-1.200209, 0.846035, -0.296092], [-2.871432, -1.158032, 0.131532], [0.435811, -1.025356, -0.025513], [-3.294476, 1.006872, -0.319283], [0.900536, 1.037263, 0.296787], [1.767066, -2.619340, 0.219129]],
  "atomic_forces_ev_per_a": [[-0.2, -0.5, -0.5], [-1.7, 0.2, 0.1], [0.3, 0.4, -0.8], [-0.3, -0.2, -2.3], [-0.9, 0.9, 0.0], [-0.1, -0.7, 0.3], [1.3, -0.4, 2.5], [0.8, 0.9, 0.1], [0.8, -1.2, -0.7], [-0.1, 0.6, 1.4]],
  "total_charge": -1,
  "orbital_gap_ev": 7.3
}

***

(4)
{
  "formula": "CH3OPS",
  "method": "the ωB97M-V functional and the def2-TZVPD basis",
  "elements": ["C", "O", "P", "S", "H", "H", "H"],
  "coordinates": [[0.073478, 0.725324, -0.589633], [-0.936582, -0.892022, 0.952059], [0.056592, 0.429691, 1.237214], [-0.618371, -1.659651, -0.595361], [-0.752221, 0.994796, -1.159197], [1.050763, 0.782418, -0.978048], [1.126341, -0.380556, 1.132965]],
  "atomic_forces_ev_per_a": [[1.5, 0.0, 2.7], [-0.7, -2.2, -1.8], [-1.5, 1.0, -1.9], [-0.8, 0.7, 2.4], [-1.3, 0.7, -0.7], [0.8, 0.2, -0.9], [2.0, -0.4, 0.2]],
  "spin_multiplicity": 3,
  "s_squared": 2.017,
  "total_charge": 0,
  "orbital_gap_ev": [7.9, 7.0]
}

***

(5)
{
  "formula": "CH3OS",
  "method": "the ωB97M-V functional and the def2-TZVPD basis",
  "elements": ["S", "H", "O", "C", "H", "H"],
  "coordinates": [[1.205852, 0.064959, -1.604097], [0.414026, -0.416802, -2.627813], [-0.847005, 0.239344, 2.206499], [-0.430122, 0.097309, 1.080812], [0.544202, -0.474675, 0.774127], [-0.886954, 0.489864, 0.170470]],
  "atomic_forces_ev_per_a": [[-0.3, -0.3, -1.0], [0.5, 0.3, 0.6], [0.0, 0.0, -0.2], [1.6, -1.1, 0.0], [-1.4, 0.8, 0.8], [-0.5, 0.3, -0.1]],
  "total_charge": -1,
  "orbital_gap_ev": 7.0
}

***

(6)
{
  "formula": "CH3P3",
  "method": "the ωB97M-V functional and the def2-TZVPD basis",
  "elements": ["P", "P", "H", "H", "C", "P", "H"],
  "coordinates": [[-0.599201, 1.747914, 0.681661], [-2.210509, 1.343275, -0.502444], [-1.779405, 0.491090, -1.517666], [-3.022658, 0.411601, 0.140513], [2.689047, -1.286468, 0.355005], [1.254139, -1.795797, 0.621374], [3.668587, -0.911615, 0.221556]],
  "atomic_forces_ev_per_a": [[0.3, 0.2, 0.2], [0.0, 0.0, 0.0], [0.1, -0.1, -0.5], [-0.4, -0.1, 0.3], [-1.7, -0.5, 0.4], [1.2, 0.4, -0.3], [0.5, 0.2, -0.1]],
  "smiles": "P#[PH2].C#P",
  "total_charge": 0,
  "orbital_gap_ev": [6.7, 6.7]
}

***

(7)
{
  "formula": "CH3PS",
  "method": "the ωB97M-V functional and the def2-TZVPD basis",
  "elements": ["C", "P", "S", "H", "H", "H"],
  "coordinates": [[-0.377680, 0.046509, -0.401209], [1.151494, -0.929345, 0.125754], [-1.140641, 1.223487, 0.671006], [0.252400, 0.848232, -0.820691], [-0.871914, -0.519581, -1.166012], [0.986341, -0.669302, 1.591152]],
  "atomic_forces_ev_per_a": [[1.8, 0.4, 1.0], [-0.8, 0.2, 1.6], [-0.6, -0.6, 0.0], [0.1, 0.0, -1.0], [-0.8, 0.2, -0.3], [0.3, -0.2, -1.4]],
  "total_charge": 0,
  "orbital_gap_ev": [7.9, 6.9]
}

***

(8)
{
  "formula": "CH4BF",
  "method": "the ωB97M-V functional and the def2-TZVPD basis",
  "elements": ["B", "C", "F", "H", "H", "H", "H"],
  "coordinates": [[0.273864, -0.428536, -0.859732], [-0.293345, 0.142540, 0.745950], [-1.000399, 1.236176, 0.465642], [0.877463, 0.415351, -1.197656], [0.366245, -1.279066, -1.707009], [0.635467, 0.524450, 1.231217], [-0.859295, -0.610915, 1.321589]],
  "atomic_forces_ev_per_a": [[-1.1, -0.6, 2.5], [2.4, -3.1, -2.0], [-1.7, 1.7, -0.4], [1.6, 2.6, -1.1], [-0.8, -0.5, 0.9], [-0.5, -0.9, 0.1], [0.2, 0.7, 0.1]],
  "smiles": "BCF",
  "total_charge": 0,
  "orbital_gap_ev": 10.4
}

***

Calculated total energy, respectively: -1080.418660 -739.023031 -1137.274780 -854.519530 -513.332084 -1063.787635 -779.317148 -165.115408 a.u..
Energy relative to the best compared isomer or geometry (same formula, charge and spin), respectively: 64.6 64.2 26.1 14.5 3.7 56.0 61.0 27.6 kcal per mole.